[1]
Here is a molecular structure, C33H57N4OP2Zn at a distorted geometry from OMol25. Energies are from ωB97M-V/def2-TZVPD.

## Properties
* orbital gap: 6.8 eV
* E_HOMO: -9.27 eV

ORCA input file:
```
! wB97M-V def2-TZVPD RIJCOSX def2/J DEFGRID3
* xyz 1 1
C -1.350 0.996 -2.160
C 0.679 -0.237 -2.245
C -1.316 1.188 -3.545
C 0.761 -0.049 -3.637
C -0.253 0.651 -4.292
H -2.106 1.769 -4.029
H 1.614 -0.458 -4.185
H -0.214 0.795 -5.376
N -0.383 0.260 -1.539
P -1.656 2.018 0.422
P 1.005 -1.901 -0.021
C -2.397 1.628 -1.274
H -2.866 2.489 -1.779
H -3.191 0.890 -1.049
C -0.281 -0.047 2.560
O -0.174 -0.078 3.732
C 1.770 -0.845 -1.417
H 2.502 -1.367 -2.049
C 2.486 -2.483 1.069
C 0.240 -3.421 -0.908
C -0.694 3.656 0.186
C -3.187 2.347 1.524
C 2.524 -1.623 2.351
H 1.803 -1.995 3.094
H 3.538 -1.702 2.787
H 2.297 -0.565 2.166
C 2.291 -3.941 1.534
H 1.376 -4.054 2.139
H 2.263 -4.663 0.702
H 3.149 -4.209 2.177
C 3.822 -2.353 0.313
H 4.557 -3.050 0.757
H 3.732 -2.596 -0.758
H 4.233 -1.337 0.405
C -0.426 -4.350 0.134
H -0.629 -3.813 1.073
H -1.397 -4.689 -0.275
H 0.170 -5.244 0.357
C -0.878 -2.929 -1.855
H -1.455 -2.100 -1.419
H -0.485 -2.613 -2.834
H -1.573 -3.771 -2.029
C 1.270 -4.197 -1.753
H 2.253 -3.703 -1.785
H 1.417 -5.198 -1.307
H 0.918 -4.343 -2.790
C -2.695 2.683 2.948
H -3.571 2.922 3.579
H -2.177 1.821 3.401
H -2.020 3.553 2.971
C -4.026 1.058 1.614
H -4.255 0.631 0.625
H -3.517 0.286 2.211
H -4.986 1.305 2.104
C -4.097 3.462 0.969
H -4.099 3.467 -0.135
H -5.136 3.266 1.295
H -3.821 4.465 1.321
C 0.032 3.543 -1.169
H -0.659 3.658 -2.021
H 0.784 4.350 -1.236
H 0.559 2.582 -1.254
C 0.372 3.705 1.304
H 1.371 3.506 0.878
H 0.372 4.717 1.753
H 0.169 2.981 2.109
C -1.532 4.947 0.165
H -2.367 4.887 -0.555
H -1.936 5.214 1.154
H -0.878 5.779 -0.158
Zn -0.374 -0.019 0.634
N 1.590 0.885 0.304
C 2.332 0.402 -0.609
C 3.686 1.049 -1.035
C 4.440 0.260 -2.123
C 3.384 2.461 -1.584
C 4.577 1.198 0.219
H 4.687 -0.768 -1.805
H 3.858 0.202 -3.059
H 5.391 0.770 -2.358
H 2.931 3.081 -0.794
H 4.317 2.945 -1.927
H 2.683 2.416 -2.436
H 5.599 0.835 0.007
H 4.626 2.260 0.511
H 4.181 0.622 1.072
C -1.936 -2.292 3.071
C -2.593 -2.028 1.751
N -2.180 -1.192 0.724
C -3.168 -1.418 -0.203
C -4.097 -2.306 0.254
N -3.734 -2.687 1.470
H -2.074 -1.420 3.733
H -2.452 -3.123 3.597
H -0.876 -2.592 2.950
H -3.238 -1.045 -1.206
H -4.965 -2.673 -0.277
H -4.239 -3.374 2.074
*
```



[2]
Here is a molecular structure, C33H58BCl2O26 at a distorted geometry from OMol25. Energies are from ωB97M-V/def2-TZVPD.

## Properties
* orbital gap: 8.4 eV
* E_HOMO: -6.45 eV

ORCA input file:
```
! wB97M-V def2-TZVPD RIJCOSX def2/J DEFGRID3
* xyz -1 1
O -22.248 5.620 -20.241
C -22.870 4.625 -20.459
O -22.525 3.620 -21.219
B -23.566 2.588 -21.275
O -24.695 3.220 -20.558
C -24.298 4.336 -20.002
O -24.929 5.072 -19.294
O -23.042 1.326 -20.774
C -23.432 0.320 -21.510
O -23.256 -0.844 -21.332
C -24.031 0.948 -22.817
O -23.936 2.263 -22.677
O -24.457 0.361 -23.761
C -26.371 -2.571 -23.370
Cl -26.342 -1.474 -21.957
Cl -25.885 -4.165 -22.750
H -27.377 -2.582 -23.770
H -25.656 -2.173 -24.081
C -20.644 -0.134 -23.275
C -19.450 -0.624 -24.086
O -19.526 -2.038 -24.176
C -19.861 -2.661 -25.261
O -20.000 -2.171 -26.359
O -20.051 -3.950 -25.011
C -20.551 -4.814 -26.026
H -20.809 -0.622 -22.312
H -21.597 -0.264 -23.798
H -20.583 0.935 -23.048
H -18.591 -0.378 -23.468
H -19.547 -0.108 -25.038
H -20.311 -5.816 -25.678
H -20.006 -4.573 -26.938
H -21.632 -4.712 -26.115
C -21.079 -9.368 -23.136
C -20.628 -8.158 -22.332
O -21.685 -7.201 -22.355
C -21.420 -5.935 -22.076
O -20.366 -5.508 -21.671
O -22.512 -5.223 -22.333
C -22.437 -3.803 -22.195
H -20.249 -10.065 -23.245
H -21.405 -8.999 -24.107
H -21.911 -9.891 -22.668
H -19.758 -7.679 -22.786
H -20.364 -8.373 -21.295
H -23.474 -3.494 -22.069
H -22.139 -3.338 -23.132
H -21.904 -3.461 -21.313
C -20.191 1.115 -19.778
C -20.939 1.367 -18.482
O -20.796 2.737 -18.095
C -19.865 3.090 -17.239
O -19.091 2.373 -16.679
O -19.872 4.415 -17.033
C -20.901 5.243 -17.566
H -19.907 2.034 -20.284
H -20.718 0.439 -20.447
H -19.267 0.594 -19.505
H -20.776 0.670 -17.661
H -22.024 1.297 -18.630
H -21.834 4.710 -17.355
H -20.776 5.278 -18.645
H -20.970 6.237 -17.134
C -32.685 5.835 -18.120
C -31.260 5.420 -18.445
O -30.695 4.843 -17.271
C -29.375 4.973 -17.015
O -28.928 4.507 -16.010
O -28.747 5.713 -17.922
C -27.413 6.093 -17.674
H -33.387 5.006 -18.002
H -33.184 6.402 -18.910
H -32.642 6.456 -17.224
H -30.826 6.308 -18.899
H -31.319 4.626 -19.192
H -26.995 6.705 -18.466
H -26.750 5.262 -17.439
H -27.432 6.709 -16.763
O -27.524 5.680 -23.836
C -26.423 5.808 -24.317
O -25.399 6.395 -23.715
C -25.525 6.803 -22.355
C -26.293 8.110 -22.308
C -26.147 5.464 -25.744
H -24.504 6.892 -21.977
H -25.905 6.012 -21.704
H -26.168 8.698 -21.392
H -27.375 7.967 -22.288
H -26.038 8.790 -23.120
H -25.523 4.564 -25.656
H -25.503 6.202 -26.228
H -26.942 5.256 -26.450
O -19.725 6.545 -23.301
C -19.657 5.369 -23.027
O -20.263 4.402 -23.696
C -21.275 4.761 -24.653
C -21.745 3.510 -25.321
C -18.897 4.867 -21.816
H -20.795 5.431 -25.370
H -22.071 5.322 -24.166
H -22.392 2.948 -24.637
H -20.976 2.778 -25.580
H -22.358 3.553 -26.223
H -19.563 4.337 -21.144
H -18.403 5.737 -21.395
H -18.092 4.286 -22.279
O -20.424 -2.010 -18.459
C -21.297 -2.148 -19.276
O -21.188 -2.940 -20.352
C -19.976 -3.666 -20.518
C -18.942 -2.862 -21.312
C -22.625 -1.454 -19.250
H -20.189 -4.527 -21.151
H -19.585 -3.974 -19.551
H -18.564 -2.004 -20.755
H -19.258 -2.740 -22.347
H -18.008 -3.432 -21.411
H -22.830 -0.871 -18.355
H -23.468 -2.099 -19.485
H -22.615 -0.674 -20.017
*
```



[3]
Here is a molecular structure, C33H58BrN4O3S2SbSe4SiTc at a distorted geometry from OMol25. Energies are from ωB97M-V/def2-TZVPD.

## Properties
* orbital gap (spin up / spin down): 4.0 / 4.0 eV
* E_HOMO (spin up / spin down): -15.11 / -15.11 eV

ORCA input file:
```
! wB97M-V def2-TZVPD RIJCOSX def2/J DEFGRID3
* xyz 3 1
Tc 0.186 2.319 1.223
C 1.458 3.038 4.280
O 0.720 2.210 3.350
C 1.081 0.814 3.365
C 2.346 0.606 2.581
O 2.149 1.229 1.300
C 3.329 1.072 0.483
H 2.533 2.930 4.132
H 1.192 2.745 5.294
H 1.159 4.066 4.096
H 0.255 0.273 2.877
H 1.180 0.437 4.384
H 2.531 -0.463 2.452
H 3.211 1.062 3.068
H 3.527 0.008 0.356
H 4.176 1.562 0.966
H 3.139 1.511 -0.488
S -2.008 3.126 1.630
C -2.645 1.824 0.577
N -3.913 1.413 0.793
N -4.405 0.568 -0.007
C -5.673 0.047 0.123
C -6.171 -0.697 -0.963
C -7.428 -1.244 -0.869
C -8.174 -1.070 0.298
C -7.665 -0.337 1.378
C -6.419 0.234 1.300
N -1.922 1.419 -0.449
N -0.672 1.816 -0.517
C -0.068 1.664 -1.803
C -0.714 1.013 -2.853
C -0.083 0.913 -4.079
C 1.185 1.450 -4.268
C 1.820 2.116 -3.227
C 1.187 2.233 -2.004
H -3.843 0.263 -0.812
H -5.581 -0.817 -1.864
H -7.837 -1.802 -1.700
H -9.165 -1.499 0.366
H -8.253 -0.221 2.278
H -6.007 0.805 2.119
H -1.694 0.584 -2.709
H -0.584 0.414 -4.897
H 1.674 1.363 -5.229
H 2.802 2.543 -3.376
H 1.641 2.794 -1.198
C -0.486 -5.554 -1.836
C -0.628 -4.398 -0.827
C -1.100 -4.968 0.516
C -1.736 -3.452 -1.322
Si 1.064 -3.516 -0.648
Br 0.537 -1.520 0.445
C 2.289 -4.346 0.569
C 3.656 -3.650 0.520
C 1.814 -4.278 2.029
C 2.466 -5.822 0.168
C 1.849 -2.919 -2.295
C 2.798 -1.723 -2.113
C 0.770 -2.461 -3.285
C 2.631 -4.079 -2.941
H -1.439 -6.086 -1.905
H 0.267 -6.282 -1.533
H -0.240 -5.205 -2.838
H -2.098 -5.396 0.384
H -1.172 -4.197 1.287
H -0.457 -5.768 0.878
H -2.670 -4.019 -1.381
H -1.542 -3.047 -2.311
H -1.895 -2.622 -0.629
H 3.577 -2.584 0.752
H 4.157 -3.766 -0.440
H 4.308 -4.100 1.275
H 1.765 -3.250 2.390
H 2.539 -4.810 2.652
H 0.848 -4.744 2.194
H 2.770 -5.944 -0.872
H 1.560 -6.404 0.333
H 3.250 -6.269 0.786
H 2.254 -0.837 -1.775
H 3.248 -1.488 -3.083
H 3.611 -1.921 -1.418
H 0.136 -1.681 -2.857
H 0.141 -3.281 -3.626
H 1.260 -2.043 -4.170
H 3.501 -4.371 -2.355
H 2.994 -3.763 -3.923
H 2.013 -4.964 -3.094
C -1.029 5.217 -0.974
C 0.404 5.446 -0.525
S 0.847 4.491 0.930
O 0.229 5.171 2.114
C 2.616 4.751 1.083
C 2.993 6.222 1.199
H -1.225 5.842 -1.844
H -1.734 5.507 -0.194
H -1.202 4.182 -1.264
H 0.558 6.477 -0.202
H 1.128 5.186 -1.301
H 3.082 4.261 0.224
H 2.872 4.198 1.989
H 2.749 6.783 0.299
H 4.070 6.289 1.343
H 2.503 6.686 2.053
Se -0.458 6.863 5.715
Sb -1.844 6.560 3.832
Se -2.526 2.684 3.789
Se -2.565 7.775 1.978
Se -3.634 4.609 4.297
*
```



[4]
Here is 2 unconnected molecules or ions with the total composition C33H58F2I2N5O4S2 at a distorted geometry from OMol25. Energies are from ωB97M-V/def2-TZVPD.

## Properties
* orbital gap: 3.3 eV
* E_HOMO: -9.47 eV

ORCA input file:
```
! wB97M-V def2-TZVPD RIJCOSX def2/J DEFGRID3
* xyz 1 1
C -2.909 4.988 2.629
C -2.354 4.809 1.581
C -1.669 4.590 0.304
C -1.760 3.097 -0.022
C -3.233 2.709 -0.260
C -3.727 1.651 0.729
C -5.244 1.439 0.759
S -5.985 1.774 -0.867
C -7.484 0.856 -0.887
S -7.989 0.299 -2.323
N -8.177 0.758 0.346
C -9.568 1.227 0.315
C -9.747 2.534 -0.458
C -8.040 -0.565 0.965
C -8.773 -1.746 0.294
O -1.078 2.662 -1.200
C 0.278 2.688 -1.375
I 1.089 4.723 -1.797
C 0.540 1.903 -2.679
C -0.533 1.929 -3.770
C -1.131 3.257 -4.181
I -2.051 0.441 -3.414
C 1.105 2.067 -0.154
C 2.557 1.712 -0.592
C 2.830 0.349 -1.256
C 3.602 0.405 -2.565
F 4.375 -0.765 -2.671
N 1.230 3.075 0.891
C 0.659 2.918 2.234
C 1.718 2.772 3.347
N 0.323 0.905 0.247
C 0.851 0.013 1.125
O 1.832 0.162 1.809
N 0.076 -1.218 1.180
C 0.264 -1.873 2.400
O -0.117 -1.539 3.458
F 0.986 -3.010 2.220
H -3.161 5.265 3.625
H -2.179 5.198 -0.445
H -0.654 4.954 0.435
H -1.474 2.548 0.871
H -3.288 2.261 -1.250
H -3.883 3.584 -0.284
H -3.291 0.703 0.397
H -3.348 1.835 1.733
H -5.482 0.425 1.053
H -5.694 2.098 1.500
H -10.255 0.489 -0.106
H -9.831 1.431 1.352
H -9.931 2.312 -1.507
H -8.863 3.164 -0.395
H -10.622 3.062 -0.090
H -6.984 -0.814 1.026
H -8.386 -0.483 1.995
H -8.044 -2.412 -0.165
H -9.442 -1.439 -0.503
H -9.316 -2.332 1.031
H 0.598 0.858 -2.377
H 1.500 2.208 -3.081
H -0.044 1.533 -4.657
H -0.366 3.929 -4.567
H -1.631 3.765 -3.361
H -1.881 3.105 -4.954
H 3.110 1.696 0.342
H 2.976 2.523 -1.185
H 1.937 -0.260 -1.396
H 3.474 -0.226 -0.590
H 4.309 1.233 -2.536
H 2.962 0.455 -3.440
H 2.173 3.415 0.970
H 0.105 3.827 2.471
H -0.060 2.110 2.314
H 1.696 3.638 4.005
H 2.721 2.662 2.940
H 1.521 1.908 3.978
H -0.166 0.441 -0.510
H 0.332 -1.829 0.412
C 3.619 -4.468 0.509
C 4.705 -3.403 0.751
C 5.076 -2.698 -0.562
C 5.830 -3.588 -1.544
C 7.081 -4.197 -0.912
C 6.844 -4.926 0.423
N 5.988 -4.016 1.289
O 6.630 -3.258 1.943
C 6.167 -6.290 0.199
C 8.170 -5.213 1.116
C 4.119 -2.422 1.758
H 2.663 -3.967 0.390
H 3.775 -5.057 -0.391
H 3.528 -5.147 1.357
H 5.685 -1.817 -0.334
H 4.153 -2.335 -1.009
H 5.178 -4.375 -1.928
H 6.123 -2.990 -2.407
H 7.536 -4.917 -1.591
H 7.817 -3.403 -0.751
H 5.832 -6.725 1.140
H 6.889 -6.972 -0.241
H 5.323 -6.252 -0.484
H 8.792 -4.324 1.216
H 8.720 -5.933 0.517
H 8.017 -5.639 2.108
H 3.878 -2.914 2.701
H 3.200 -2.009 1.355
H 4.781 -1.583 1.966
*
```



- What is the formula in the third record?
  C33H58BrN4O3S2SbSe4SiTc